Record 1
13
Properties=species:S:1:pos:R:3:forces:R:3 method="wB97M-V/def2-TZVPD" total_energy_ev=-12318.900 e_lumo_ev=0.20 e_above_lowest_kcal_mol=142.5 smiles="O=c1ccn2ccon12" charge=0
C 0.90832 0.51970 -1.28935 -0.71 -0.35 0.67
C 0.90667 -0.93133 -1.38457 1.41 -0.69 2.95
C 0.68544 -1.45336 -0.11989 -3.00 0.19 1.86
C -1.09482 -0.08602 1.27598 -1.42 -0.09 -0.50
C -1.42411 1.25061 1.13307 2.83 -2.89 -0.98
H 1.54231 -1.41103 -2.05277 0.59 -0.64 -1.50
H 0.69079 -2.51620 0.54814 0.02 3.13 -2.64
H -1.70346 -0.99874 1.44175 0.38 1.18 0.78
H -1.98478 2.03734 1.58357 -0.72 -0.23 0.10
N 0.10767 -0.35070 0.59420 -0.12 -2.04 2.24
N 0.49463 0.85785 0.07795 3.58 -2.79 -3.09
O 1.28760 1.31921 -2.07909 0.35 1.37 -1.14
O -0.41626 1.76268 0.27101 -3.18 3.84 1.24


Record 2
13
Properties=species:S:1:pos:R:3:forces:R:3 method="wB97M-V/def2-TZVPD" total_energy_ev=-12320.367 e_lumo_ev=0.46 e_above_lowest_kcal_mol=108.6 smiles=On1cnc2ccoc21 charge=0
C -1.83189 0.49612 -0.09281 -0.10 -0.19 0.38
C -2.02006 -0.48130 0.84293 -0.80 0.71 -0.60
C 1.70020 0.90120 -0.50333 0.43 0.18 -0.31
C -0.42225 0.59386 -0.25226 0.82 -1.22 0.80
C 0.06160 -0.38480 0.56778 4.61 1.89 -1.44
N 0.54860 1.33096 -0.90129 -0.11 0.42 -0.25
N 1.75293 -0.03627 0.48460 -5.54 -1.49 0.98
O -0.84755 -1.02525 1.28076 0.45 -0.43 0.54
O 2.73545 -0.93220 0.75597 0.61 0.05 -0.04
H -2.58426 1.08405 -0.57434 -0.32 0.06 -0.05
H -2.92383 -0.88811 1.25641 0.06 -0.16 0.10
H 2.62218 1.32758 -0.86876 0.18 -0.14 -0.07
H 2.81219 -1.58779 0.04118 -0.31 0.31 -0.05


Record 3
14
Properties=species:S:1:pos:R:3:forces:R:3 method="wB97M-V/def2-TZVPD" total_energy_ev=-14370.277 e_lumo_ev=-0.74 e_above_lowest_kcal_mol=30.7 smiles="N#Cc1nc(=O)cco1.O" charge=0
O -1.89475 -0.64436 -2.13177 0.88 0.00 0.58
C -0.94682 -0.67993 -1.37216 -0.87 -0.43 -1.01
C 0.38266 -0.16410 -1.68434 0.91 -0.24 0.01
C 1.37121 -0.33852 -0.79281 -0.49 0.24 -0.75
O 1.11763 -0.80123 0.45430 1.05 -0.05 0.57
C -0.14119 -1.12609 0.75432 -0.93 1.33 -0.81
N -1.08938 -1.25242 -0.08717 0.07 0.22 1.34
C -0.44153 -0.81492 2.15960 -1.64 0.16 1.32
N -0.96219 -0.35276 3.09735 1.46 -1.10 -1.65
H 0.59474 0.24066 -2.67246 -0.15 -0.05 0.33
H 2.42223 -0.09938 -0.94029 -0.30 -0.10 0.09
O -0.34744 1.88129 0.80914 -1.24 -0.22 1.96
H 0.54270 2.18174 0.60382 -0.07 0.25 0.75
H -0.60786 1.97001 1.80248 1.32 -0.01 -2.72


Record 4
14
Properties=species:S:1:pos:R:3:forces:R:3 method="wB97M-V/def2-TZVPD" total_energy_ev=-14366.534 e_lumo_ev=-0.58 e_above_lowest_kcal_mol=117.1 charge=0
C -2.27408 -0.83773 -0.07671 -3.60 3.67 0.01
C -1.92917 0.58088 0.05357 -0.53 1.85 0.95
C 0.48180 0.72330 0.49587 0.73 -0.76 -1.48
C -1.36633 -1.70821 -0.28246 1.98 -4.13 0.59
C 1.46350 0.70578 -0.46027 -2.83 0.25 2.12
N -0.79064 1.00607 0.37931 -0.71 1.44 -1.10
N 2.68977 0.23839 -0.08087 3.12 -1.78 1.03
O -0.63147 -2.60891 -0.28979 -0.46 1.29 -0.57
O 2.84573 -0.28553 1.04963 -0.45 0.90 -1.10
O 3.62049 0.26465 -0.89448 -0.91 0.35 0.22
H -3.37875 -0.97557 0.03376 1.35 -0.79 -0.41
H -2.75197 1.44175 0.04145 1.36 -2.35 -0.12
H 0.77815 0.47145 1.45538 0.69 -0.42 1.99
H 1.24299 0.98368 -1.42439 0.27 0.47 -2.12


Record 5
16
Properties=species:S:1:pos:R:3:forces:R:3 method="wB97M-V/def2-TZVPD" total_energy_ev=-25704.558 e_lumo_ev=3.09 e_above_lowest_kcal_mol=111.6 charge=-1
C -2.11576 -0.86723 0.08690 -2.61 -1.04 1.11
C -2.50427 0.43436 0.51953 -0.62 -0.32 -1.75
C -0.79295 -1.24723 0.02916 0.41 1.48 -1.13
C -1.48365 1.40044 0.54502 -0.77 0.70 -0.09
C 0.10536 -0.15625 -0.02167 0.11 0.69 0.50
N -0.22405 1.14156 0.18296 -0.35 -1.29 0.38
N 2.81601 0.85692 -0.14557 1.56 0.77 -0.28
O 2.49294 1.73543 0.62101 -0.05 0.08 0.28
O 1.74617 -0.83748 -2.03087 -0.07 0.46 -0.86
O 3.92936 0.73424 -0.64461 -0.44 0.43 0.06
O 2.96731 -1.97457 0.61171 -3.41 3.76 -2.75
P 1.80554 -0.52702 -0.60063 2.38 -5.67 3.44
H -2.96413 -1.64959 -0.09597 1.70 1.46 0.37
H -3.62621 0.69847 0.45987 2.07 -0.29 0.62
H -0.44367 -2.22596 -0.28714 -0.13 0.06 0.34
H -1.70800 2.48392 0.77029 0.20 -1.30 -0.22


Record 6
17
Properties=species:S:1:pos:R:3:forces:R:3 method="wB97M-V/def2-TZVPD" total_energy_ev=-52923.003 e_lumo_ev="-9.45 / -10.66" s_squared=3.77 e_above_lowest_kcal_mol=42.3 multiplicity=4 charge=+2
O 0.00206 -3.01022 -1.57434 -0.06 4.49 0.09
C -0.01623 -1.85258 -1.59176 0.08 -9.88 -0.44
V -0.01567 0.00001 -1.62479 -4.62 0.07 -1.04
O -2.70827 0.00165 -4.77944 2.99 -0.05 3.57
C -1.96563 -0.00925 -3.89715 -2.48 0.06 -3.06
C 1.78902 0.00320 -1.87539 9.00 0.01 -1.93
O 2.93705 0.00464 -2.05642 -4.60 -0.01 0.91
C -0.01485 1.85413 -1.54683 0.07 9.81 -0.24
O 0.00309 3.01075 -1.49697 -0.06 -4.48 -0.03
N 0.00016 -1.17086 2.78172 0.00 -0.94 0.39
C -0.00010 0.00002 2.18029 0.26 -0.01 1.70
N 0.00007 1.17087 2.78162 0.00 0.95 0.38
S -0.01138 -0.00239 0.54095 -0.54 -0.03 -1.55
H 0.00014 -1.23462 3.78699 -0.02 0.02 0.29
H 0.00025 -2.09040 2.29227 0.00 1.43 0.33
H 0.00015 2.09049 2.29227 0.00 -1.43 0.33
H 0.00013 1.23456 3.78699 -0.02 -0.02 0.29


Record 7
15
Properties=species:S:1:pos:R:3:forces:R:3 method="wB97M-V/def2-TZVPD" total_energy_ev=-15859.118 e_lumo_ev="3.83 / 1.83" s_squared=2.03 e_above_lowest_kcal_mol=0.0 multiplicity=3 charge=-1
C 1.62965 0.51852 -0.00670 -0.51 0.42 0.16
C 0.09129 2.20836 0.01166 -1.52 0.44 -0.17
C 0.69186 -0.50853 0.07266 -0.97 -0.27 0.10
C -0.67689 -0.17116 0.05426 -0.40 2.10 -0.06
C -1.06718 1.37303 0.06894 1.47 -2.70 -0.11
N 1.33477 1.81320 -0.04098 2.26 0.39 -0.17
N 1.12235 -1.81372 0.17678 0.57 -0.55 0.08
N -1.67078 -1.10809 -0.05196 0.81 0.55 0.02
O -2.22225 1.77585 0.15455 -0.44 0.59 0.16
O -1.41401 -2.31327 0.21392 0.43 -1.67 0.47
O -2.79247 -0.79493 -0.44272 -1.56 0.60 -0.53
H 2.68372 0.27243 -0.03896 0.15 -0.15 -0.01
H -0.06804 3.28200 -0.02200 -0.21 0.05 0.13
H 1.99183 -2.04008 -0.27854 -0.09 0.06 -0.01
H 0.36614 -2.49362 0.12907 -0.01 0.15 -0.05


Record 8
15
Properties=species:S:1:pos:R:3:forces:R:3 method="wB97M-V/def2-TZVPD" total_energy_ev=-24084.697 e_lumo_ev="-0.50 / -0.92" e_above_lowest_kcal_mol=207.1 charge=0
C 1.69694 3.87448 0.33383 -1.26 -2.88 0.40
C 0.26170 2.22389 0.06266 -0.31 -0.88 -0.51
C 1.22647 1.39992 0.49473 1.35 2.44 0.27
C 0.86001 -0.95569 0.84734 0.23 0.20 -1.58
C -1.10241 -0.54379 -0.40186 -1.04 4.95 -2.34
N 0.50515 3.48349 -0.04154 -1.16 1.74 -0.57
N 1.48955 0.14461 0.72899 -0.09 -3.41 1.31
N -2.22281 -0.43434 -0.93758 0.30 -1.89 0.78
N -0.45412 -1.26864 0.42042 0.31 0.50 0.88
O -0.79620 -2.58986 0.26690 4.08 -2.59 2.33
S 2.62302 2.58072 0.89222 -0.13 -1.13 -0.12
H 1.85203 4.85076 0.59139 0.92 2.48 0.02
H 1.36598 -1.88677 1.01199 0.49 -0.23 0.63
H -2.27539 0.01768 -1.82926 -0.01 0.62 -0.20
H -1.63901 -2.58230 -0.06243 -3.67 0.10 -1.30